DFT (the ωB97M-V functional and the def2-TZVPD basis) results for a single C4H8N2O molecule in a non-equilibrium geometry.

Geometry as XYZ:
```
15
C4H8N2O | the Open Molecules 2025 dataset | the ωB97M-V functional and the def2-TZVPD basis
N -0.95 2.52 0.19
C -0.95 1.36 0.27
C -0.85 -0.10 0.37
N -2.12 -0.68 -0.06
C 0.28 -0.62 -0.54
C 1.55 0.19 -0.47
O 2.03 0.10 0.86
H -0.59 -0.32 1.42
H -2.05 -1.69 0.03
H -2.86 -0.37 0.56
H -0.08 -0.66 -1.57
H 0.52 -1.64 -0.22
H 1.34 1.23 -0.77
H 2.28 -0.22 -1.19
H 2.47 0.91 1.13
```

Properties
SMILES: N#C[C@@H](N)CCO
Gap between HOMO and LUMO, eV: 10.95
Calculated total energy, Ha: -341.94503
Largest force on an atom, eV/Å: 1.4
LUMO energy, eV: 0.806
Net charge: 0
HOMO, eV: -10.14

=====

DFT (the ωB97M-V functional and the def2-TZVPD basis) results for 3 unconnected molecules or ions with the total composition C13H35N3O3PS in a non-equilibrium geometry.

Geometry as XYZ:
```
56
C13H35N3O3PS | the Open Molecules 2025 dataset | the ωB97M-V functional and the def2-TZVPD basis
C -5.68 2.55 1.44
C -4.48 1.72 0.75
C -3.74 0.70 1.78
C -2.40 1.40 2.39
O -1.51 1.81 1.33
P -0.67 0.47 0.59
N 0.10 1.70 -0.57
C 0.29 2.74 0.18
S 1.08 3.86 1.18
H -5.63 3.68 1.22
H -5.58 2.41 2.59
H -6.70 2.20 1.04
H -3.75 2.49 0.31
H -4.84 1.08 -0.14
H -3.49 -0.31 1.28
H -4.41 0.50 2.70
H -1.90 0.79 3.22
H -2.78 2.38 2.88
H 0.47 0.72 1.46
H -1.23 -0.51 1.48
H -1.76 0.23 -0.36
H 0.12 -0.56 -0.06
C 4.31 4.58 -3.04
C 3.57 3.53 -2.21
C 4.49 2.43 -1.64
O 4.90 1.45 -2.59
C 5.98 1.84 -3.41
N 2.48 2.97 -3.02
H 4.57 4.21 -4.04
H 3.69 5.46 -3.18
H 5.23 4.89 -2.54
H 3.12 4.06 -1.36
H 3.92 1.88 -0.88
H 5.36 2.86 -1.13
H 6.70 2.48 -2.87
H 5.61 2.36 -4.30
H 6.50 0.94 -3.74
H 1.93 2.34 -2.43
H 2.91 2.34 -3.70
C -2.50 -4.25 1.15
C -1.26 -4.19 0.26
C -0.43 -5.49 0.28
O 0.35 -5.68 1.45
C -0.36 -6.20 2.56
N -0.45 -3.03 0.66
H -2.27 -4.15 2.21
H -3.19 -3.43 0.89
H -3.04 -5.19 1.00
H -1.60 -4.03 -0.77
H 0.29 -5.44 -0.55
H -1.06 -6.37 0.09
H -1.14 -6.90 2.25
H -0.79 -5.38 3.14
H 0.35 -6.73 3.20
H 0.32 -2.93 0.01
H 0.00 -3.26 1.54
```

Properties
Gap between HOMO and LUMO, eV: 7.08
Calculated total energy, Ha: -1645.69703
Largest force on an atom, eV/Å: 8.3
LUMO energy, eV: 2.728
Net charge: -1
HOMO, eV: -4.35

=====

DFT (the ωB97M-V functional and the def2-TZVPD basis) results for 2 unconnected molecules or ions with the total composition C6H14Cl in a non-equilibrium geometry.

Geometry as XYZ:
```
21
C6H14Cl | the Open Molecules 2025 dataset | the ωB97M-V functional and the def2-TZVPD basis
Cl 0.94 -0.95 -4.39
H 1.34 -0.47 -3.27
C 0.95 0.31 0.96
C 1.42 -1.12 0.92
C 2.05 1.28 0.47
C -0.48 0.64 0.60
C -1.44 -0.43 0.01
C -2.92 -0.03 0.13
H 1.58 -1.74 1.86
H 0.71 -1.65 0.27
H 2.38 -1.07 0.40
H 2.62 1.98 1.14
H 2.81 0.59 0.07
H 1.65 1.86 -0.38
H -1.03 1.17 1.42
H -0.30 1.40 -0.19
H -1.15 -0.55 -1.05
H -1.29 -1.40 0.51
H -3.55 -0.87 -0.15
H -3.18 0.24 1.19
H -3.14 0.82 -0.53
```

Properties
Gap between HOMO and LUMO (spin up / spin down), eV: 8.15 / 11.73
Calculated total energy, Ha: -697.10980
Largest force on an atom, eV/Å: 1.3
Multiplicity: 2
LUMO energy (spin up / spin down), eV: 0.752 / 0.524
Net charge: 0
HOMO (spin up / spin down), eV: -7.40 / -11.21

=====

Q: What is the net charge in the second record?
A: -1

=====

Q: Look up the largest force on an atom of the third one.
A: 1.3 eV/Å